91
Properties=species:S:1:pos:R:3:forces:R:3:lowdin_charge:R:1 method="wB97M-V/def2-TZVPD" lumo_energy_ev="4.1 / 3.7" multiplicity=4 relative_energy_kcal_mol=24.31 charge=-2
H 0.690908 0.275675 5.654971 -0.1 0.0 0.0 0.0946
H -0.041992 -0.584325 -2.128429 -0.2 -0.5 -0.4 0.0114
C -0.218992 -1.668325 -2.257929 0.0 0.2 -0.1 -0.1187
Te -3.057892 -0.958925 -0.739329 -0.5 -0.8 0.0 1.5692
C -6.185892 -5.054925 -0.625229 -0.1 0.0 0.1 -0.3036
H -5.398492 -0.742725 0.588971 -0.1 0.0 0.2 0.0109
H 1.996308 3.203075 -4.201429 0.0 -0.1 0.0 0.1057
Pt 0.518608 0.679475 -0.294229 -1.4 -0.5 0.4 0.8710
C -5.611492 -2.810825 0.072271 0.1 0.1 0.0 -0.3300
H -6.580992 -7.141125 -0.292129 -0.1 0.0 0.0 0.0681
H -1.466492 -0.000025 4.451571 0.0 0.0 0.0 0.0959
C 4.152808 6.372175 -4.479729 0.1 0.2 -0.3 -0.1159
H -0.815992 2.941975 0.726071 0.0 0.1 -0.1 0.0397
C -2.621692 -2.691525 2.080971 0.0 0.0 0.0 -0.0870
C 3.194308 4.611175 -3.109229 0.1 0.4 -0.7 -0.1763
C 0.772008 -3.080425 -0.470829 -0.1 0.0 0.1 -0.0915
H -3.200692 -1.795125 1.854271 -0.1 -0.1 0.1 0.0212
H -1.243092 3.658375 -0.844629 0.1 0.0 0.0 0.0611
I 3.087708 -0.369225 -0.319829 -0.2 0.2 -0.7 0.7682
C -1.634592 3.140375 0.031371 -0.1 -0.1 0.1 -0.0575
O -3.502092 1.805575 -0.660829 -0.1 0.5 0.0 -0.1775
H -2.026492 -4.131925 -1.644229 0.1 0.1 -0.1 0.0704
H 4.730508 7.286375 -4.558029 0.0 0.0 0.0 0.0909
C 3.783908 4.187275 -0.666229 0.5 0.2 0.6 -0.1757
H 3.063908 0.833875 5.603771 0.0 0.0 0.1 0.0926
H -2.867592 -3.180025 -2.872629 0.1 0.0 0.0 0.0513
C -4.414692 -2.842825 -0.645329 0.2 0.2 0.0 -0.3134
C 3.061408 0.753975 4.523271 0.5 0.0 0.1 -0.0738
H -2.959092 -4.950825 -2.904429 0.0 -0.1 -0.1 0.0660
C 0.803508 -3.622525 0.803971 0.0 0.0 0.0 -0.2859
H -4.778392 -5.975425 -1.939529 0.1 0.0 -0.1 0.1032
H -0.295592 -3.861725 2.618071 0.0 0.0 0.1 0.1090
H 1.923908 -4.680725 2.301871 0.0 -0.1 0.1 0.0656
H -7.494592 -6.438025 -1.627829 0.0 -0.1 0.0 0.0682
C 1.183408 2.076575 -1.580229 0.2 0.0 0.7 -0.2202
H 2.401808 4.219175 -6.401029 0.0 0.0 0.0 0.0953
H -1.155892 -1.781025 -2.803729 0.0 0.0 0.0 0.0302
N -1.540092 0.747775 -0.511029 2.6 -0.7 0.1 -0.3318
C 4.237008 0.869175 3.822471 -0.2 0.1 0.5 -0.1247
H 5.165408 0.745475 1.880971 0.1 -0.1 -0.1 0.0786
H 2.329908 -5.129925 0.636871 0.0 -0.1 0.0 0.0706
C 5.323408 4.441775 1.664571 0.1 0.0 0.0 -0.1108
C -2.926692 -4.075925 -2.254529 0.0 -0.1 -0.1 -0.0769
C 2.616608 4.084775 -4.285829 0.0 -0.2 0.3 -0.0229
H -5.878992 -1.789725 1.936371 0.0 0.1 0.1 0.0742
C -0.300992 -2.313925 -0.906729 0.1 -0.3 -0.3 -0.3675
C 4.238808 0.705675 2.438071 -0.5 0.2 -0.5 -0.1983
H -7.959392 -6.080325 0.040671 0.0 0.0 0.0 0.0610
C 0.644808 0.309975 4.571471 -0.4 0.0 0.3 -0.0688
H 0.606408 -2.075525 -2.841529 0.1 0.0 0.0 0.0748
C 2.841608 4.658175 -5.513529 0.0 0.1 -0.3 -0.1059
C 1.802608 0.473275 2.433071 0.5 0.2 0.4 -0.2665
H -7.059192 -1.355125 0.700671 -0.1 0.0 0.0 0.0673
H 6.982408 4.717275 0.337371 0.1 0.0 0.0 0.0905
H -2.304192 -2.662125 3.123071 0.0 0.0 0.1 0.0700
C 3.212108 4.037075 0.608571 -0.1 0.0 -0.3 -0.0161
H 2.162608 3.795975 0.682071 -0.1 -0.1 0.0 0.1125
C 1.841008 0.519775 3.860271 -0.3 -0.1 -0.3 -0.1942
H -2.382692 3.772875 0.512171 -0.1 0.0 -0.1 0.0607
C 3.937808 5.802275 -3.244529 -0.1 -0.2 0.3 -0.0508
C -7.110192 -6.244325 -0.622929 0.1 0.1 0.0 -0.0778
H -3.276692 -3.553825 1.935571 -0.1 0.0 0.0 0.0823
H 5.163908 1.086175 4.336071 0.1 0.0 0.1 0.0853
H 3.819108 6.233175 -6.602329 0.0 0.1 0.0 0.0840
H 5.919308 4.528175 2.562471 0.1 0.0 0.1 0.0892
H 3.504408 4.042175 2.719871 -0.1 0.0 0.0 0.1043
C 5.160808 4.443675 -0.733929 -0.2 -0.1 -0.2 -0.0505
H -7.399692 -3.843025 0.647971 -0.1 0.0 0.1 0.1021
C 3.966608 4.170475 1.750171 0.1 0.1 0.3 -0.0900
C -1.434392 -2.774625 1.167171 -0.1 0.0 0.1 -0.3055
C -1.430992 -2.176025 -0.093029 -0.1 0.2 0.0 -0.4003
H 2.867808 -3.584825 1.286771 0.2 0.0 0.0 0.0635
C 5.914008 4.559775 0.415971 0.2 0.1 0.1 -0.1068
C 0.561208 0.358775 1.751771 -0.3 0.3 -0.5 -0.2513
C 3.049008 0.560475 1.779071 0.3 -0.1 0.4 -0.4917
H 5.648308 4.485275 -1.699829 0.0 0.0 0.0 0.1083
C -0.307192 -3.458625 1.611271 0.1 -0.1 -0.1 -0.0211
H 1.625508 -3.226525 -1.120329 0.1 0.1 -0.1 0.0913
C 1.996208 2.996475 -1.703129 -0.1 0.2 -0.7 -0.1745
C -6.476592 -3.900925 0.080571 -0.1 -0.2 -0.1 -0.0482
C -6.010392 -1.598725 0.870171 0.0 0.1 -0.1 -0.0997
H 4.323608 6.288175 -2.359129 0.0 0.0 0.0 0.1034
C 2.980708 3.965375 -1.853129 -0.6 -0.6 0.3 -0.1667
C -0.587092 0.225375 2.511171 0.0 -0.1 -0.8 -0.1260
H -1.551092 0.150275 2.026271 0.0 0.0 -0.1 0.0764
C -0.541892 0.152775 3.904171 0.3 0.1 0.6 -0.0972
C -5.012692 -5.083725 -1.364829 -0.1 -0.1 0.0 -0.0462
C 2.049108 -4.303225 1.289471 -0.1 0.0 0.0 -0.0597
C -4.148692 -3.999125 -1.388729 0.1 -0.1 -0.1 -0.3055
C -2.273992 1.822775 -0.410029 -0.7 1.4 0.2 -0.8029
C 3.629408 5.796875 -5.630129 0.0 0.1 -0.1 -0.1263